[1]
The following is a DFT calculation (wB97M-V/def2-TZVPD) of a single C3H6N2S2 molecule at a distorted geometry.

```
! RIJCOSX wB97M-V def2-TZVPD def2/J DEFGRID3
* xyz 0 1
C 0.79 -2.24 1.14
C 1.06 0.27 1.28
C -0.86 0.10 -1.41
H 1.02 -2.56 0.06
H -0.39 -2.73 1.42
H 1.53 -2.84 1.52
H 1.81 1.17 1.91
H -0.47 1.72 0.50
H -1.34 -0.56 -2.19
N 1.50 -0.97 1.55
N -0.24 0.78 0.92
S -1.22 -0.26 0.22
S 0.16 1.41 -1.89
*
```

## Properties
**HOMO energy**: -9.08 eV
**Gap between HOMO and LUMO**: 8.446 eV
**ΔE to the lowest compared entry with this formula, charge and spin**: 454.2 kJ/mol
**SMILES string**: C/N=C\NSC=S

---

[2]
The following is a DFT calculation (wB97M-V/def2-TZVPD) of 2 unconnected molecules or ions with the total composition C3H8O2Si at a distorted geometry.

```
! RIJCOSX wB97M-V def2-TZVPD def2/J DEFGRID3
* xyz 0 1
C -1.74 -0.13 1.62
C -2.81 -1.04 1.47
C 2.27 0.39 -1.60
O 1.44 -0.72 -2.09
O 1.54 1.02 1.23
Si 1.22 1.19 -0.23
H -2.01 0.92 1.54
H -0.70 -0.34 1.44
H -3.84 -0.57 1.50
H 3.28 0.04 -1.38
H 2.53 1.01 -2.51
H 1.40 -1.20 -1.25
H -2.68 -2.15 1.37
H 0.09 1.60 -1.11
*
```

## Properties
**HOMO energy**: -9.86 eV
**Gap between HOMO and LUMO**: 9.468 eV
**ΔE to the lowest compared entry with this formula, charge and spin**: 444.3 kJ/mol
**SMILES string**: O=[SiH]CO.C=C

---

[3]
The following is a DFT calculation (wB97M-V/def2-TZVPD) of a molecular structure, C49H45N9O5S3Sr at a distorted geometry.

```
! RIJCOSX wB97M-V def2-TZVPD def2/J DEFGRID3
* xyz 0 1
Sr -0.40 -0.32 -0.15
C -3.40 -3.97 4.74
C -2.23 -4.71 4.09
N -1.10 -3.83 3.72
C -0.02 -3.71 4.71
C -0.15 -2.50 5.63
C -1.11 -3.11 2.58
S 0.24 -2.12 2.20
N -2.26 -3.32 1.86
C -2.68 -2.56 0.86
O -2.15 -1.52 0.39
C -4.02 -2.96 0.27
C -4.52 -2.25 -0.82
C -5.76 -2.56 -1.37
C -6.53 -3.58 -0.81
C -6.04 -4.28 0.28
C -4.80 -3.98 0.82
H -4.20 -4.68 4.99
H -3.80 -3.22 4.05
H -3.09 -3.47 5.66
H -2.58 -5.20 3.19
H -1.84 -5.47 4.76
H 0.92 -3.66 4.18
H -0.03 -4.63 5.30
H -0.14 -1.58 5.04
H 0.69 -2.48 6.33
H -1.08 -2.54 6.21
H -3.93 -1.43 -1.22
H -6.13 -2.00 -2.22
H -7.50 -3.82 -1.23
H -6.64 -5.07 0.73
H -4.41 -4.52 1.68
C 4.10 8.93 1.40
O 3.43 8.20 0.39
C 4.13 7.17 -0.17
C 5.45 6.89 0.12
C 6.08 5.81 -0.51
C 5.40 5.00 -1.38
C 4.07 5.31 -1.70
C 3.45 6.39 -1.11
N 6.12 3.96 -2.11
N 5.65 2.81 -2.18
C 4.48 2.42 -1.43
C 4.17 2.85 -0.16
C 3.09 2.32 0.56
C 2.24 1.35 0.03
O 1.23 0.85 0.66
C 2.55 0.91 -1.33
N 1.69 0.01 -1.91
C 1.92 -0.38 -3.14
C 3.03 0.04 -3.88
C 3.91 0.93 -3.32
C 3.68 1.41 -2.01
H 3.39 9.64 1.80
H 4.96 9.47 1.00
H 4.44 8.27 2.21
H 6.01 7.50 0.81
H 7.12 5.59 -0.29
H 3.54 4.70 -2.43
H 2.43 6.66 -1.37
H 4.81 3.58 0.31
H 2.89 2.65 1.58
H 1.22 -1.09 -3.56
H 3.18 -0.33 -4.89
H 4.78 1.28 -3.86
C -2.85 -0.14 3.05
C -2.78 1.25 2.49
N -2.01 1.64 1.50
C -2.18 3.00 1.25
C -3.09 3.61 2.05
S -3.75 2.50 3.15
C -1.40 3.71 0.21
C -1.22 5.05 0.20
S -0.33 5.50 -1.18
C -0.23 3.87 -1.67
N -0.82 3.02 -0.85
C 0.46 3.50 -2.95
H -1.93 -0.68 2.83
H -3.68 -0.69 2.61
H -3.00 -0.11 4.13
H -3.39 4.65 2.04
H -1.57 5.78 0.91
H 0.26 4.23 -3.74
H 0.13 2.51 -3.28
H 1.54 3.46 -2.80
O 3.78 -6.90 0.57
C 2.89 -7.00 -0.45
O 2.72 -8.06 -0.98
C 2.12 -5.76 -0.83
C 2.47 -4.49 -0.41
C 1.69 -3.40 -0.75
C 0.54 -3.57 -1.51
C 0.21 -4.84 -1.97
C 1.00 -5.93 -1.63
N -0.24 -2.39 -1.75
C -1.12 -2.38 -2.65
C -1.95 -1.17 -2.97
C -2.83 -1.23 -4.03
C -3.63 -0.13 -4.32
C -3.50 1.00 -3.54
C -2.57 1.00 -2.51
N -1.79 -0.05 -2.23
H 3.76 -6.01 0.94
H 3.37 -4.30 0.17
H 1.98 -2.40 -0.44
H -0.67 -5.01 -2.57
H 0.76 -6.93 -1.98
H -1.32 -3.24 -3.29
H -2.91 -2.15 -4.61
H -4.33 -0.16 -5.14
H -4.11 1.88 -3.72
H -2.42 1.88 -1.89
*
```

## Properties
**HOMO energy**: -6.83 eV
**Gap between HOMO and LUMO**: 5.842 eV